Entry from the OMol25 dataset: C44H98F6N6O22S2V as an isolated structure at a distorted geometry (wB97M-V/def2-TZVPD).

Spin multiplicity   1
Net charge   -1
LUMO energy   2.0 eV

Element x y z (Å)
V: -0.61 3.87 0.03
S: 0.98 0.96 -1.24
S: -1.38 2.70 3.57
F: 3.09 0.33 0.20
F: 3.34 -0.13 -1.93
F: -3.27 4.58 2.90
F: -2.53 4.85 4.85
F: -1.21 5.30 3.16
F: 3.40 1.93 -1.24
O: -1.07 3.42 6.88
O: 2.64 2.43 4.12
O: -0.20 -1.80 -5.36
O: -0.73 2.75 2.25
O: 0.12 1.12 -11.52
O: -0.78 6.75 -0.72
O: 2.76 -4.52 -1.94
O: 1.49 3.61 -4.71
O: -0.41 2.62 4.64
O: -1.91 2.44 -1.13
O: -1.84 4.58 0.68
O: -2.10 -5.37 -0.26
O: 0.63 -0.55 -7.04
O: 0.78 4.58 0.46
O: 0.78 1.42 -2.60
O: 0.60 1.96 -0.23
O: -0.32 -6.36 -6.51
O: -2.46 1.73 3.68
O: 3.41 2.07 8.59
O: 0.43 -0.40 -1.06
O: -0.18 -0.37 4.58
O: 1.90 -1.12 -5.25
N: -0.98 0.59 7.13
N: -2.58 -4.58 0.81
N: 0.56 2.29 -8.04
N: 3.64 0.67 6.13
N: -0.24 4.27 -2.16
N: 0.67 -6.01 -3.52
C: -1.57 4.13 -2.80
C: -1.34 -0.96 5.11
C: -1.66 -6.07 2.59
C: -0.91 -5.62 -5.43
C: -1.30 -0.81 6.64
C: 4.64 1.40 8.31
C: 1.36 3.16 -7.19
C: 2.84 0.73 -1.03
C: -1.08 4.81 7.13
C: 0.80 -1.07 -5.98
C: 2.38 3.33 3.07
C: 4.57 1.31 5.19
C: -2.15 4.46 3.61
C: -0.04 -0.69 3.23
C: -3.57 -4.48 3.04
C: -2.52 -2.42 2.05
C: -1.61 7.82 -0.28
C: -0.37 -3.30 1.06
C: 2.62 -3.36 -1.16
C: -2.79 1.55 -0.47
C: -2.23 2.80 -2.45
C: -4.03 -6.38 1.56
C: 4.41 0.27 7.29
C: 3.48 2.70 9.86
C: 1.70 -2.06 -4.19
C: -0.95 -7.59 -6.80
C: 2.82 3.17 -4.37
C: -2.31 1.28 7.30
C: -0.65 -6.32 -4.10
C: 0.44 5.55 -2.37
C: 0.61 -5.75 -2.11
C: 1.99 -5.61 -1.49
C: 3.93 1.87 3.89
C: 1.05 2.03 -9.39
C: -2.89 -5.41 1.98
C: 0.23 -1.99 -4.03
C: -2.18 2.82 7.52
C: -0.24 -0.13 -12.06
C: -2.82 -3.18 3.37
C: -1.89 -3.27 0.91
C: -2.18 -2.49 -0.35
C: 0.83 2.92 -5.76
C: 0.02 1.12 -10.08
C: -0.34 6.83 -2.05
H: -1.38 -5.81 -3.45
H: -3.09 3.25 7.10
H: 0.03 0.10 -9.70
H: 0.36 -0.98 -11.70
H: 5.01 0.96 9.25
H: 0.13 -4.79 -1.86
H: -0.55 5.24 6.28
H: -3.26 -2.38 -0.50
H: 3.54 -0.21 5.62
H: -0.01 -3.61 2.04
H: -1.85 7.56 0.75
H: -2.22 -1.18 7.11
H: -1.82 -3.03 -1.23
H: -1.45 -2.03 4.87
H: 0.95 1.85 -5.57
H: -0.93 0.31 8.11
H: -1.92 1.99 -3.11
H: -1.25 -8.13 -5.89
H: -3.12 0.68 -1.04
H: 0.26 7.73 -2.19
H: -3.30 2.85 -2.70
H: 1.33 5.59 -1.74
H: -0.04 -2.97 -3.62
H: -2.08 5.24 7.15
H: 2.44 2.96 -7.25
H: 1.57 4.00 3.37
H: 4.64 2.56 3.44
H: 2.97 3.61 -3.38
H: -1.06 8.76 -0.16
H: -4.69 -5.86 0.87
H: -3.61 -5.04 3.99
H: -3.69 2.12 -0.23
H: -3.49 -1.99 1.79
H: 5.38 -0.16 6.99
H: -0.22 3.18 -5.62
H: 3.20 4.06 3.06
H: 1.32 4.22 -7.46
H: -0.49 5.03 8.03
H: -0.04 -4.00 0.28
H: 3.71 0.99 3.27
H: -2.84 0.86 8.16
H: -1.87 -3.40 3.88
H: -2.33 1.16 0.43
H: -4.64 -4.33 2.89
H: 1.93 -3.05 -4.62
H: -2.64 -5.13 -1.02
H: -0.87 -7.38 -4.01
H: -2.86 1.12 6.37
H: -1.11 -6.69 1.89
H: -2.14 2.98 8.61
H: 3.84 -0.43 7.91
H: -3.61 -7.35 1.24
H: -1.66 -1.53 -0.33
H: 1.15 -5.28 -4.03
H: -2.04 -6.68 3.41
H: 3.78 2.05 10.69
H: -0.46 -1.45 6.90
H: 3.34 -2.68 -1.64
H: -0.05 -1.26 -3.27
H: -2.20 4.97 -2.49
H: 2.35 -1.90 -3.34
H: 0.30 3.56 -2.65
H: 2.53 3.20 10.01
H: 5.27 0.58 4.74
H: 2.85 -3.54 -0.11
H: 0.08 -6.56 -1.61
H: 2.18 3.02 2.04
H: -2.57 7.88 -0.78
H: -3.38 -2.55 4.06
H: -0.25 -8.24 -7.32
H: -1.23 6.92 -2.69
H: -1.96 -5.60 -5.74
H: 2.03 1.56 -9.43
H: 2.97 2.09 -4.37
H: 5.20 2.01 5.74
H: 1.81 -5.62 -0.41
H: 0.84 5.55 -3.39
H: -1.50 4.21 -3.89
H: 1.03 2.98 -9.93
H: -0.61 -4.58 -5.44
H: -4.59 -6.70 2.44
H: 5.34 2.22 8.11
H: -0.97 1.56 -9.96
H: 3.56 3.65 -5.02
H: 0.27 -1.74 3.12
H: 1.63 -2.91 -1.24
H: -0.94 -5.37 3.01
H: 0.02 -2.34 0.73
H: -0.08 -0.07 -13.14
H: -1.93 -1.57 2.40
H: -0.83 -0.52 2.49
H: -1.26 -0.47 -11.89
H: 4.27 3.46 9.81
H: 0.60 1.39 -7.57
H: -1.85 -7.37 -7.38
H: -2.20 -0.44 4.67
H: 2.66 -6.46 -1.69
H: 0.79 -0.15 2.77

=====

Entry from the OMol25 dataset: an isolated ion of composition C8H15IO5P and charge -1 at a distorted geometry (wB97M-V/def2-TZVPD).

Spin multiplicity   1
Net charge   -1
LUMO energy   3.0 eV
ΔE to the lowest compared entry with this formula, charge and spin   54.8 kJ/mol
SMILES   CCOP(=O)(OCC)O/C([O-])=C(\I)CC

Element x y z (Å)
I: -3.67 1.17 -0.02
P: 0.32 -0.51 1.03
O: -0.33 -0.27 -2.05
O: -0.95 -0.14 0.12
O: 1.23 0.79 1.08
O: 0.04 -1.00 2.38
O: 1.09 -1.56 0.08
C: -2.73 0.84 -3.06
C: 0.63 2.12 3.07
C: 2.02 -2.44 0.73
C: 1.71 -3.90 0.43
C: -2.41 0.58 -1.63
C: -1.15 0.15 -1.27
C: 1.64 1.42 2.27
C: -1.87 2.05 -3.39
H: -0.78 1.83 -3.15
H: 2.54 -4.25 -0.20
H: -0.14 1.54 3.61
H: 1.75 -4.58 1.21
H: -2.19 2.86 -2.89
H: 0.79 -3.73 -0.13
H: -0.06 2.63 2.32
H: 1.06 2.83 3.75
H: 2.60 1.95 1.93
H: -2.39 0.00 -3.66
H: 2.04 0.51 2.87
H: -3.83 1.14 -3.27
H: 1.98 -2.26 1.84
H: -1.96 2.33 -4.41
H: 3.06 -2.11 0.41

=====

Entry from the OMol25 dataset: C36H51ClFeN3OP2 as an isolated structure at a distorted geometry (wB97M-V/def2-TZVPD).

Spin multiplicity   5
Net charge   +1
LUMO energy (alpha / beta)   -2.4 / -3.3 eV

Element x y z (Å)
Fe: -0.02 -0.19 -0.12
Cl: 0.54 3.62 5.27
P: 1.46 -0.14 -1.96
P: -1.99 -0.44 1.37
O: -0.70 2.70 -0.17
N: 0.26 -2.01 0.52
N: -1.30 -0.88 -1.57
N: 1.03 1.68 1.87
C: 2.86 1.37 -3.98
C: -2.55 -0.24 4.15
C: -1.79 -6.42 0.45
C: 2.51 3.47 3.42
C: 0.17 -0.02 -3.31
C: -4.80 -0.31 1.74
C: -0.43 -1.31 3.49
C: -0.67 -7.00 1.08
C: 0.39 -4.82 1.22
C: -0.76 -4.24 0.66
C: -3.42 1.86 1.89
C: 2.95 -1.86 -3.68
C: 0.47 2.23 2.95
C: -1.83 -5.04 0.23
C: -1.11 -0.70 -2.89
C: 1.21 3.10 3.78
C: 3.38 -2.05 -1.18
C: 2.28 1.99 1.53
C: 1.31 -2.97 -2.17
C: -2.58 -2.57 3.22
C: -0.78 -2.75 0.53
C: -3.20 -2.27 -2.00
C: 3.94 1.15 -1.69
C: 1.92 2.61 -2.04
C: -3.88 0.82 -0.30
C: 0.42 -6.20 1.46
C: -2.17 -2.03 0.33
C: -0.34 1.58 -0.06
C: 2.61 1.30 -2.46
C: -3.08 -2.00 -3.37
C: -1.91 -1.19 3.13
C: -2.26 -1.71 -1.14
C: 2.32 -1.81 -2.27
C: -2.03 -1.20 -3.81
C: 3.05 2.92 2.25
C: -3.61 0.51 1.18
H: 1.07 -3.15 -1.11
H: -5.60 -0.38 0.99
H: 1.78 -3.89 -2.55
H: -3.99 -2.88 -1.59
H: -0.36 -1.73 4.51
H: -1.86 -0.98 -4.86
H: 3.08 4.14 4.05
H: -2.63 -7.04 0.12
H: 1.00 2.80 -2.60
H: -3.09 1.45 -0.74
H: 4.05 3.14 1.91
H: 0.38 -2.79 -2.72
H: -2.37 -0.68 5.15
H: -0.55 1.94 3.20
H: 3.83 0.63 -0.73
H: -4.00 -0.09 -0.90
H: 1.30 -6.65 1.93
H: 2.21 -1.64 -4.46
H: 0.55 -0.47 -4.24
H: 1.96 1.21 -4.59
H: -0.66 -8.08 1.27
H: 3.23 2.38 -4.20
H: 0.01 1.05 -3.52
H: 3.83 -3.04 -1.34
H: 1.23 -4.17 1.47
H: 2.90 -2.05 -0.18
H: -5.23 0.18 2.62
H: 1.71 2.65 -0.97
H: -4.22 2.54 1.56
H: 0.12 -1.98 2.81
H: -3.78 -2.43 -4.07
H: 4.70 0.63 -2.29
H: 2.62 3.44 -2.26
H: -2.67 -4.57 -0.28
H: -2.43 -2.94 4.25
H: 4.33 2.16 -1.47
H: -3.49 1.77 2.98
H: -3.64 -0.16 4.03
H: -3.04 -2.60 0.66
H: -2.14 -3.31 2.55
H: 2.70 1.47 0.66
H: -2.46 2.33 1.62
H: 3.29 -2.90 -3.84
H: -3.66 -2.54 3.05
H: 0.06 -0.33 3.49
H: -2.09 0.75 4.15
H: 3.83 -1.21 -3.79
H: -4.55 -1.35 2.01
H: 4.19 -1.31 -1.18
H: 3.63 0.66 -4.30
H: -4.82 1.38 -0.36

=====

> Which formula does entry 3 have?

C36H51ClFeN3OP2

=====

Copy entry 2 word for word.
Entry from the OMol25 dataset: an isolated ion of composition C8H15IO5P and charge -1 at a distorted geometry (wB97M-V/def2-TZVPD).

Spin multiplicity   1
Net charge   -1
LUMO energy   3.0 eV
ΔE to the lowest compared entry with this formula, charge and spin   54.8 kJ/mol
SMILES   CCOP(=O)(OCC)O/C([O-])=C(\I)CC

Element x y z (Å)
I: -3.67 1.17 -0.02
P: 0.32 -0.51 1.03
O: -0.33 -0.27 -2.05
O: -0.95 -0.14 0.12
O: 1.23 0.79 1.08
O: 0.04 -1.00 2.38
O: 1.09 -1.56 0.08
C: -2.73 0.84 -3.06
C: 0.63 2.12 3.07
C: 2.02 -2.44 0.73
C: 1.71 -3.90 0.43
C: -2.41 0.58 -1.63
C: -1.15 0.15 -1.27
C: 1.64 1.42 2.27
C: -1.87 2.05 -3.39
H: -0.78 1.83 -3.15
H: 2.54 -4.25 -0.20
H: -0.14 1.54 3.61
H: 1.75 -4.58 1.21
H: -2.19 2.86 -2.89
H: 0.79 -3.73 -0.13
H: -0.06 2.63 2.32
H: 1.06 2.83 3.75
H: 2.60 1.95 1.93
H: -2.39 0.00 -3.66
H: 2.04 0.51 2.87
H: -3.83 1.14 -3.27
H: 1.98 -2.26 1.84
H: -1.96 2.33 -4.41
H: 3.06 -2.11 0.41

=====

> Look up the spin multiplicity of the first one.

1